{"formula": "C27H62N2O5", "method": "ωB97M-V/def2-TZVPD", "elements": ["C", "C", "C", "O", "H", "H", "H", "H", "H", "H", "H", "H", "C", "C", "C", "O", "H", "H", "H", "H", "H", "H", "H", "H", "C", "C", "C", "O", "H", "H", "H", "H", "H", "H", "H", "H", "C", "C", "C", "C", "C", "C", "N", "O", "C", "C", "C", "H", "H", "H", "H", "H", "H", "H", "H", "H", "H", "H", "H", "H", "H", "H", "H", "H", "H", "H", "C", "C", "C", "C", "C", "C", "N", "O", "C", "C", "C", "H", "H", "H", "H", "H", "H", "H", "H", "H", "H", "H", "H", "H", "H", "H", "H", "H", "H", "H"], "coordinates": [[1.682, 4.624, 0.269], [2.330, 4.665, -1.138], [3.554, 5.729, -1.194], [2.916, 3.408, -1.349], [2.395, 4.417, 1.067], [0.909, 3.859, 0.213], [1.167, 5.579, 0.373], [1.627, 4.900, -1.937], [3.313, 6.756, -1.469], [4.285, 5.434, -1.947], [4.018, 5.800, -0.210], [2.180, 2.794, -1.419], [-2.908, 3.239, -5.290], [-2.697, 2.150, -4.278], [-1.914, 0.981, -4.740], [-2.062, 2.701, -3.099], [-2.994, 2.756, -6.264], [-2.023, 3.873, -5.344], [-3.833, 3.798, -5.158], [-3.682, 1.834, -3.936], [-2.582, 0.207, -5.118], [-1.456, 0.451, -3.905], [-1.057, 1.218, -5.371], [-2.805, 3.231, -2.803], [-1.367, 0.212, -0.800], [-0.383, 1.387, -0.559], [0.857, 1.022, 0.394], [0.079, 1.675, -1.821], [-0.809, -0.630, -1.210], [-2.237, 0.430, -1.419], [-1.824, -0.202, 0.099], [-1.037, 2.189, -0.217], [0.554, 0.810, 1.419], [1.675, 1.732, 0.266], [1.115, -0.005, 0.133], [-0.683, 2.139, -2.176], [1.742, -2.867, -6.262], [1.516, -3.050, -4.771], [1.126, -4.520, -4.542], [1.151, -4.991, -3.083], [2.631, -4.939, -2.646], [3.173, -3.567, -2.762], [2.854, -2.851, -4.067], [3.317, -1.544, -4.134], [2.649, -2.847, -1.446], [4.737, -3.699, -2.739], [0.409, -2.124, -4.347], [2.016, -1.833, -6.473], [2.561, -3.532, -6.533], [0.831, -3.046, -6.834], [0.133, -4.758, -4.924], [1.776, -5.222, -5.064], [0.485, -4.318, -2.542], [0.801, -6.022, -3.037], [3.166, -5.541, -3.379], [2.743, -5.364, -1.649], [2.867, -3.360, -0.509], [1.583, -2.625, -1.394], [3.073, -1.843, -1.429], [5.205, -4.107, -1.844], [5.058, -2.663, -2.842], [5.122, -4.163, -3.647], [0.379, -2.017, -3.263], [0.686, -1.150, -4.754], [-0.546, -2.385, -4.803], [2.657, -1.068, -3.625], [-2.874, -1.842, 7.500], [-2.937, -0.635, 6.445], [-3.263, 0.567, 7.346], [-2.940, 1.965, 6.827], [-1.461, 1.937, 6.293], [-1.059, 0.818, 5.396], [-1.583, -0.459, 5.871], [-1.052, -1.548, 5.152], [-1.623, 1.096, 3.988], [0.560, 0.818, 5.377], [-3.980, -1.008, 5.278], [-3.750, -1.941, 8.142], [-2.011, -1.695, 8.149], [-2.840, -2.822, 7.025], [-4.323, 0.545, 7.597], [-2.724, 0.499, 8.291], [-3.094, 2.635, 7.673], [-3.551, 2.314, 5.995], [-0.796, 1.976, 7.155], [-1.193, 2.902, 5.863], [-1.390, 0.244, 3.349], [-2.704, 1.219, 3.930], [-1.088, 1.955, 3.583], [0.883, 0.507, 6.370], [0.960, 0.191, 4.580], [0.960, 1.827, 5.281], [-4.987, -0.982, 5.695], [-3.801, -1.989, 4.839], [-4.023, -0.330, 4.425], [-0.522, -1.905, 5.868]], "lowdin_spin": [0.00, 0.00, 0.00, 0.00, 0.00, 0.00, 0.00, 0.00, 0.00, 0.00, 0.00, 0.00, 0.00, 0.00, 0.00, 0.00, 0.00, 0.00, 0.00, 0.00, 0.00, 0.00, 0.00, 0.00, 0.00, 0.00, 0.00, 0.00, 0.00, 0.00, 0.00, 0.00, 0.00, 0.00, 0.00, 0.00, 0.00, 0.00, 0.00, 0.00, 0.00, 0.00, 0.00, 0.00, 0.00, 0.00, 0.00, 0.00, 0.00, 0.00, 0.00, 0.00, 0.00, 0.00, 0.00, 0.00, 0.00, 0.00, 0.00, 0.00, 0.00, 0.00, 0.00, 0.00, 0.00, 0.00, 0.02, 0.05, 0.00, 0.00, 0.00, 0.06, 0.62, 0.08, 0.06, 0.02, 0.05, 0.00, 0.00, 0.00, 0.00, 0.00, 0.00, 0.00, 0.00, 0.00, 0.00, 0.00, 0.01, 0.00, 0.00, 0.00, 0.01, 0.00, 0.00, 0.01], "relative_energy_kcal_mol": 20.19, "mol_weight_g_mol": 494.8, "e_tot_ev": -42210.050, "lumo_ev": [-2.69, -6.89], "charge": 1, "e_homo_ev": [-9.60, -9.60], "multiplicity": 2}